Arrangement one

Formula: H41O20
Source: the Open Molecules 2025 dataset
Level of theory: ωB97M-V with the def2-TZVPD basis set

Each line ends with the Löwdin charge.
Positions of all 61 atoms, in Å:
O: 1.809 -2.181 -3.285  -0.14
H: 0.448 0.939 0.779  -0.01
O: -1.627 3.378 -1.696  -0.05
H: -0.946 3.631 -2.414  0.09
H: -1.175 3.698 -0.934  0.03
O: -2.015 2.350 2.511  0.00
H: -2.136 2.371 3.490  0.11
H: -2.245 3.167 2.276  -0.02
O: -3.005 0.062 0.807  0.02
H: -3.694 0.463 1.003  -0.08
H: 0.905 0.326 -0.905  0.00
O: 4.341 2.886 -1.543  -0.04
H: 0.910 5.507 2.586  -0.04
H: -2.166 0.568 1.042  0.11
O: 0.161 5.283 2.213  0.04
H: 3.079 -1.649 1.490  0.03
H: 0.320 5.115 1.299  0.02
O: 3.252 -2.421 0.900  -0.10
H: 1.992 1.265 -0.421  0.10
H: -4.482 -0.953 -2.439  0.07
O: 2.398 -0.237 4.513  -0.13
H: 2.044 0.194 3.557  0.11
H: 2.812 0.518 4.928  0.01
O: -0.026 -1.884 1.567  -0.05
H: 0.232 -1.791 2.505  0.07
H: 4.125 2.100 -1.202  -0.07
O: -0.725 -3.711 3.491  0.01
H: -1.437 -3.866 4.134  0.08
H: -1.065 -3.161 2.887  -0.07
O: 5.173 -1.712 -2.556  -0.02
H: 4.399 -1.216 -2.194  0.04
H: 2.988 -3.048 1.668  0.06
O: 0.022 1.478 -1.966  -0.11
H: 0.106 2.366 -2.353  0.01
H: 0.022 0.942 -2.863  0.12
O: 0.573 2.204 -4.759  -0.05
H: -0.272 2.518 -4.483  0.00
H: 0.356 1.712 -5.615  0.11
O: 0.409 1.218 1.737  -0.15
H: -3.060 -2.612 -0.350  0.20
H: -0.097 2.122 1.990  0.09
O: 1.714 0.277 -0.363  -0.10
H: 4.912 -2.572 -2.609  -0.02
H: 2.113 -2.724 -4.149  0.13
O: -1.385 -2.925 -1.542  0.00
H: -1.278 -3.793 -1.808  0.03
H: -0.799 -2.186 -1.777  0.07
O: 1.658 -5.106 2.590  -0.03
H: 1.118 -4.632 3.185  -0.03
H: 2.570 -5.078 2.844  0.03
O: -4.405 -0.842 -1.478  -0.12
H: 2.443 -1.595 -2.792  0.02
H: -4.535 0.085 -0.986  0.08
O: -4.270 1.821 -0.783  -0.07
H: -3.331 2.039 -1.197  0.11
H: -4.771 2.411 -1.314  0.05
O: -3.093 -2.127 0.632  0.11
H: -3.519 -1.367 0.115  0.08
H: -2.060 -2.106 0.636  0.14
H: 3.773 3.745 -1.596  0.11
H: 0.446 -1.257 1.002  0.02

Calculated values
Total charge ... +1
Frontier orbital gap ... 9.520 eV

Arrangement two

Formula: H41O20
Source: the Open Molecules 2025 dataset
Level of theory: ωB97M-V with the def2-TZVPD basis set

Each line ends with the Löwdin charge.
Positions of all 61 atoms, in Å:
O: 0.872 1.707 3.679  -0.04
H: -1.356 2.316 1.097  0.10
O: 1.910 1.839 -4.791  -0.03
H: 1.817 2.787 -4.582  0.08
H: 1.075 2.815 0.792  0.12
O: -3.414 1.800 3.185  -0.05
H: -3.954 1.172 3.661  0.04
H: -3.797 1.993 2.313  0.04
O: 5.222 0.863 1.017  -0.08
H: 4.935 1.144 0.124  0.03
H: 1.394 -5.253 3.475  0.03
O: 1.097 0.141 -3.126  -0.11
H: 1.274 -2.067 0.383  0.01
H: 5.503 -0.070 0.952  0.05
O: 1.089 -1.110 0.282  -0.06
H: 1.569 -1.960 -3.388  -0.01
H: 0.467 0.455 -3.805  0.06
O: 0.305 4.408 -2.083  -0.06
H: -0.240 1.930 2.033  0.11
H: 2.851 -2.411 -3.935  0.04
O: -3.460 -3.411 -0.955  -0.07
H: -4.065 -4.173 -1.051  0.08
H: -3.424 -3.404 0.022  0.06
O: 2.587 1.286 -1.057  -0.06
H: 2.453 0.416 -1.474  0.03
H: 1.801 0.728 -3.503  0.01
O: -4.268 1.434 -2.376  -0.06
H: -4.827 2.215 -2.473  0.05
H: -4.923 0.706 -2.368  0.06
O: -1.008 -4.115 -1.514  -0.05
H: -1.537 -4.681 -2.071  0.03
H: 1.192 4.860 -2.211  0.09
O: 1.785 -3.577 0.031  -0.04
H: 1.820 -4.519 0.171  0.07
H: 1.900 -3.239 -0.874  0.06
O: -4.662 0.455 1.078  -0.04
H: -4.130 -0.086 0.502  0.03
H: -4.704 0.244 2.007  0.03
O: 3.007 0.028 3.823  -0.05
H: 1.968 1.686 -5.734  0.08
H: 3.406 0.218 2.966  0.03
O: -1.257 1.973 2.053  0.07
H: -1.567 -3.532 -1.025  -0.03
H: 0.153 1.938 4.263  0.06
O: 0.884 -4.497 3.188  -0.06
H: -0.251 -0.474 1.068  0.03
H: 1.468 -3.725 3.187  0.03
O: -1.149 -0.522 1.511  -0.04
H: -1.566 -1.021 0.806  0.06
H: 3.739 0.315 4.402  0.08
O: 2.044 -2.774 -3.552  -0.05
H: 1.377 0.927 3.937  0.01
H: -0.177 4.474 -2.912  0.05
O: 0.306 2.453 0.288  -0.08
H: -1.430 0.966 1.942  0.08
H: 0.424 3.117 -0.414  0.06
O: -1.897 1.617 -0.268  -0.03
H: -1.160 1.119 -0.619  0.07
H: -2.570 1.845 -0.915  0.06
H: 1.694 -0.533 0.804  0.08
H: 1.744 1.440 -0.633  -0.02

Calculated values
Total charge ... +1
Frontier orbital gap ... 10.317 eV

Result of the stability comparison: arrangement one is the least stable of them.

Arrangement one

Formula: C14H42O7
Source: the Open Molecules 2025 dataset
Level of theory: ωB97M-V with the def2-TZVPD basis set

Each line ends with the Löwdin charge.
Positions of all 63 atoms, in Å:
C: 5.695 6.833 15.048  -0.12
C: 6.867 6.903 15.969  -0.32
O: 7.857 7.553 15.187  -0.09
H: 5.222 7.809 14.938  0.07
H: 4.814 6.200 15.333  0.09
H: 6.025 6.494 14.052  0.07
H: 7.136 5.843 16.144  0.11
H: 6.581 7.379 16.885  0.11
H: 8.615 7.895 15.668  0.04
C: 9.123 10.740 14.428  -0.06
C: 10.024 9.539 14.653  -0.29
O: 10.067 9.067 16.021  -0.09
H: 9.486 11.659 14.840  0.06
H: 8.115 10.530 14.827  0.09
H: 9.037 10.877 13.364  0.04
H: 11.022 9.823 14.407  0.10
H: 9.803 8.749 13.930  0.10
H: 10.959 9.077 16.353  0.08
C: 10.663 5.805 10.840  -0.09
C: 11.449 6.577 9.851  -0.29
O: 11.068 7.990 9.867  -0.10
H: 9.600 6.079 10.852  0.06
H: 11.027 5.990 11.862  0.09
H: 10.768 4.739 10.587  0.09
H: 11.286 6.139 8.844  0.12
H: 12.498 6.454 10.081  0.11
H: 11.619 8.511 9.277  0.08
C: 10.283 11.000 7.953  -0.08
C: 9.320 12.244 8.039  -0.27
O: 8.397 12.384 6.970  -0.11
H: 10.938 11.108 8.851  0.08
H: 10.894 10.897 7.028  0.08
H: 9.774 10.051 8.042  0.05
H: 9.872 13.198 8.116  0.11
H: 8.687 12.106 8.926  0.11
H: 8.804 12.117 6.137  0.09
C: 4.631 11.130 9.297  -0.08
C: 5.316 11.390 7.949  -0.30
O: 5.689 12.786 7.948  -0.11
H: 5.356 11.252 10.098  0.06
H: 4.290 10.088 9.384  0.07
H: 3.811 11.760 9.526  0.06
H: 4.658 11.219 7.101  0.10
H: 6.213 10.787 7.815  0.09
H: 6.487 12.845 7.374  0.05
C: 7.025 6.559 8.434  -0.11
C: 7.225 5.865 7.122  -0.27
O: 7.984 6.864 6.289  -0.11
H: 6.535 5.945 9.190  0.08
H: 6.392 7.449 8.360  0.08
H: 7.978 6.906 8.737  0.04
H: 6.192 5.618 6.764  0.12
H: 7.785 4.942 7.184  0.10
H: 8.064 6.469 5.393  0.08
C: 7.445 8.416 11.658  -0.06
C: 8.032 9.741 11.064  -0.28
O: 9.448 9.835 11.290  -0.12
H: 7.679 8.322 12.725  0.05
H: 7.837 7.508 11.194  0.04
H: 6.372 8.371 11.542  0.06
H: 7.609 10.632 11.486  0.09
H: 7.823 9.701 9.984  0.09
H: 9.837 9.103 10.774  0.04

Calculated values
Structure (SMILES) ... CCO.CCO.CCO.CCO.CCO.CCO.CCO
Frontier orbital gap ... 10.060 eV

Arrangement two

Formula: C14H42O7
Source: the Open Molecules 2025 dataset
Level of theory: ωB97M-V with the def2-TZVPD basis set

Each line ends with the Löwdin charge.
Positions of all 63 atoms, in Å:
C: 1.788 -5.722 2.760  -0.09
C: 1.301 -4.309 3.018  -0.33
O: 0.884 -4.124 4.375  -0.08
H: 2.512 -6.027 3.517  0.08
H: 2.280 -5.820 1.790  0.07
H: 0.957 -6.431 2.793  0.07
H: 0.457 -4.070 2.361  0.09
H: 2.080 -3.570 2.842  0.11
H: 0.102 -4.661 4.534  0.08
C: -2.575 3.166 -3.527  -0.09
C: -1.851 1.972 -2.970  -0.35
O: -1.296 2.326 -1.722  -0.10
H: -3.141 2.878 -4.417  0.07
H: -1.873 3.939 -3.850  0.07
H: -3.247 3.606 -2.792  0.08
H: -1.054 1.664 -3.665  0.11
H: -2.532 1.118 -2.861  0.10
H: -0.889 1.530 -1.350  0.02
C: -0.031 -0.859 1.628  -0.06
C: 0.507 -0.026 0.488  -0.29
O: -0.399 -0.053 -0.614  -0.11
H: -0.131 -1.900 1.298  0.06
H: -1.019 -0.517 1.936  0.07
H: 0.624 -0.892 2.502  0.08
H: 1.497 -0.377 0.180  0.11
H: 0.630 1.021 0.765  0.09
H: -0.473 -0.978 -0.899  0.05
C: -3.932 0.845 -0.010  -0.09
C: -4.292 -0.204 0.999  -0.33
O: -5.680 -0.527 0.871  -0.08
H: -2.892 1.148 0.131  0.06
H: -4.533 1.744 0.141  0.08
H: -4.047 0.491 -1.033  0.07
H: -4.103 0.190 2.004  0.11
H: -3.671 -1.093 0.850  0.11
H: -5.811 -1.439 1.139  0.07
C: 2.267 2.642 -1.826  -0.08
C: 1.903 3.904 -2.576  -0.32
O: 2.954 4.357 -3.427  -0.08
H: 3.085 2.828 -1.129  0.08
H: 2.573 1.850 -2.512  0.08
H: 1.397 2.298 -1.263  0.05
H: 1.687 4.698 -1.857  0.11
H: 0.982 3.751 -3.145  0.10
H: 2.749 4.082 -4.323  0.07
C: 1.491 -3.407 -1.013  -0.07
C: 0.304 -3.586 -1.927  -0.28
O: -0.746 -2.688 -1.538  -0.09
H: 2.353 -3.842 -1.531  0.08
H: 1.369 -3.881 -0.046  0.06
H: 1.750 -2.349 -0.938  0.07
H: -0.064 -4.617 -1.858  0.11
H: 0.612 -3.423 -2.963  0.11
H: -1.492 -2.785 -2.136  0.10
C: 1.744 3.710 2.005  -0.09
C: 2.088 2.611 2.986  -0.32
O: 2.972 1.692 2.337  -0.09
H: 1.114 4.442 2.519  0.08
H: 1.164 3.322 1.169  0.06
H: 2.638 4.218 1.650  0.08
H: 1.163 2.101 3.286  0.11
H: 2.565 3.025 3.879  0.11
H: 3.229 1.010 2.965  0.08

Calculated values
Structure (SMILES) ... CCO.CCO.CCO.CCO.CCO.CCO.CCO
Frontier orbital gap ... 9.846 eV

Result of the stability comparison: arrangement one is the least stable of them.